Run i
Computed, not measured: C2H4N2S2 in the gas phase, with the ωB97M-V functional and the def2-TZVPD basis.

```
! wB97M-V def2-TZVPD RIJCOSX def2/J DEFGRID3
* xyz 0 1
C -0.657 -0.306 -0.014
C 0.902 -0.191 0.030
H -1.078 1.662 0.710
H -2.317 0.727 0.103
H -0.628 -2.194 -0.252
H 2.919 0.982 -0.148
N -1.339 0.896 0.061
N -1.247 -1.387 -0.345
S 1.628 1.368 -0.182
S 1.817 -1.557 0.037
*
```

Calculated values
SMILES string: [H]/N=C(/N)C(=S)S
Frontier orbital gap (eV): 8.165



Run ii
Computed, not measured: C2H4N2S2 in the gas phase, with the ωB97M-V functional and the def2-TZVPD basis.

```
! wB97M-V def2-TZVPD RIJCOSX def2/J DEFGRID3
* xyz 0 1
C -0.794 1.141 0.142
C -0.168 -1.394 -0.179
N 0.656 1.148 0.170
N 1.301 0.103 0.041
S 2.792 -0.411 0.127
S -1.364 -0.400 0.743
H -1.074 2.011 0.901
H -1.135 1.341 -0.807
H -0.448 -1.240 -1.275
H 0.234 -2.300 0.137
*
```

Calculated values
Frontier orbital gap (spin up / spin down) (eV): 7.860 / 7.861



Run iii
Computed, not measured: C2H4N2S2 in the gas phase, with the ωB97M-V functional and the def2-TZVPD basis.

```
! wB97M-V def2-TZVPD RIJCOSX def2/J DEFGRID3
* xyz 0 1
C 0.663 0.541 0.346
C 0.001 -0.802 0.153
N 1.894 0.558 0.491
N -1.924 0.721 -0.421
S -0.662 1.827 0.132
S -1.786 -0.761 0.415
H 0.256 -1.317 -0.766
H 0.462 -1.316 0.965
H 2.399 1.527 0.579
H -2.888 1.094 -0.061
*
```

Calculated values
SMILES string: [H]/N=C1/CSNS1
Frontier orbital gap (eV): 8.626



Most stable structure, least stable structure: run i, run ii.



Run i
Computed, not measured: C6H8 in the gas phase, with the ωB97M-V functional and the def2-TZVPD basis.

```
! wB97M-V def2-TZVPD RIJCOSX def2/J DEFGRID3
* xyz 0 1
C -1.053 -0.271 -1.034
C -1.094 0.838 -0.039
C -0.976 -0.056 1.144
C -0.045 -0.742 0.075
C 1.354 -0.190 -0.030
C 1.547 1.105 -0.172
H -0.693 -0.054 -2.038
H -1.866 -0.951 -1.061
H 0.573 1.812 -0.210
H -1.781 -0.712 1.362
H -0.549 0.349 2.058
H -0.074 -1.831 0.184
H 2.179 -0.893 0.014
H 2.478 1.597 -0.254
*
```

Calculated values
Frontier orbital gap (eV): 8.295



Run ii
Computed, not measured: C6H8 in the gas phase, with the ωB97M-V functional and the def2-TZVPD basis.

```
! wB97M-V def2-TZVPD RIJCOSX def2/J DEFGRID3
* xyz 0 1
C 0.062 1.093 0.706
C 1.066 0.054 -0.239
C 0.463 -1.037 0.658
C -0.817 -0.181 0.559
C -1.065 -0.124 -0.938
C 0.154 0.018 -1.463
H -0.237 1.987 0.139
H 0.129 1.410 1.781
H 2.151 0.050 -0.475
H 0.933 -1.002 1.647
H 0.403 -2.070 0.295
H -1.656 -0.381 1.226
H -2.038 -0.030 -1.397
H 0.441 0.219 -2.492
*
```

Calculated values
SMILES string: C1=C[C@H]2C[C@@H]1C2
Frontier orbital gap (eV): 10.022



Most stable structure, least stable structure: run ii, run i.



Run i
Computed, not measured: C6H8 in the gas phase, with the ωB97M-V functional and the def2-TZVPD basis.

```
! wB97M-V def2-TZVPD RIJCOSX def2/J DEFGRID3
* xyz 0 1
C -0.230 2.892 0.538
C -0.017 1.707 0.490
C -0.052 0.251 0.600
C -0.974 -0.476 -0.426
C 0.183 -1.427 -0.811
C 1.105 -0.722 0.214
H -0.416 3.941 0.548
H -0.333 0.088 1.642
H -1.847 -0.951 0.027
H -1.313 0.169 -1.242
H -0.006 -2.487 -0.611
H 0.515 -1.332 -1.849
H 2.026 -0.290 -0.183
H 1.360 -1.363 1.064
*
```

Calculated values
SMILES string: C#CC1CCC1
Frontier orbital gap (eV): 10.846



Run ii
Computed, not measured: C6H8 in the gas phase, with the ωB97M-V functional and the def2-TZVPD basis.

```
! wB97M-V def2-TZVPD RIJCOSX def2/J DEFGRID3
* xyz 0 1
C 2.902 -0.265 -0.251
C 1.744 -0.245 0.084
C 0.372 -0.103 0.569
C -0.419 1.122 0.027
C -1.582 0.195 -0.394
C -0.763 -1.040 0.053
H 3.934 -0.265 -0.532
H 0.413 -0.114 1.663
H -0.656 1.873 0.785
H 0.086 1.616 -0.807
H -2.508 0.351 0.167
H -1.821 0.223 -1.460
H -0.474 -1.720 -0.753
H -1.228 -1.629 0.849
*
```

Calculated values
SMILES string: C#CC1CCC1
Frontier orbital gap (eV): 10.918



Most stable structure, least stable structure: run ii, run i.



Run i
Computed, not measured: a molecular structure, C6H8, with the ωB97M-V functional and the def2-TZVPD basis.

```
! wB97M-V def2-TZVPD RIJCOSX def2/J DEFGRID3
* xyz 0 1
C 0.455 -1.693 0.605
C -0.328 -0.401 0.567
C 0.340 0.935 0.924
C 0.016 0.600 -0.477
C 0.758 0.646 -1.751
C -0.485 1.133 -1.937
H 1.471 -1.535 0.231
H -0.018 -2.453 -0.025
H 0.515 -2.082 1.627
H -1.366 -0.478 0.891
H 1.395 0.945 1.191
H -0.274 1.656 1.457
H -1.219 0.940 -0.948
H -0.900 2.033 -2.381
*
```

Calculated values
Frontier orbital gap (eV): 9.787



Run ii
Computed, not measured: C6H8 in the gas phase, with the ωB97M-V functional and the def2-TZVPD basis.

```
! wB97M-V def2-TZVPD RIJCOSX def2/J DEFGRID3
* xyz 0 1
C 0.979 0.666 0.975
C 1.673 0.814 2.107
C -0.121 -0.988 -0.538
C 0.982 -0.549 0.172
C -2.056 -0.270 -1.935
C -0.904 -0.013 -1.300
H 0.357 1.519 0.676
H 1.988 1.787 2.459
H 1.783 -0.072 2.724
H -0.625 -1.927 -0.357
H 1.500 -1.362 0.682
H -2.283 -1.217 -2.416
H -2.683 0.598 -2.131
H -0.590 1.014 -1.119
*
```

Calculated values
SMILES string: C=C/C=C\C=C
Frontier orbital gap (eV): 7.735



Run iii
Computed, not measured: C6H8 in the gas phase, with the ωB97M-V functional and the def2-TZVPD basis.

```
! wB97M-V def2-TZVPD RIJCOSX def2/J DEFGRID3
* xyz 0 1
C 2.204 0.061 -0.028
C 0.823 0.002 0.010
C -0.133 -1.087 0.067
C -1.566 -0.458 -0.074
C -1.233 1.005 -0.021
C 0.070 1.273 0.073
H 2.760 1.031 -0.280
H 2.839 -0.852 -0.217
H 0.121 -1.447 1.187
H 0.182 -2.037 -0.556
H -2.310 -0.784 0.684
H -2.234 -0.756 -0.966
H -2.026 1.749 -0.079
H 0.503 2.300 0.200
*
```

Calculated values
SMILES string: C=C1C=CCC1
Frontier orbital gap (eV): 9.227



Most stable structure, least stable structure: run iii, run i.



Run i
Computed, not measured: C6H8 in the gas phase, with the ωB97M-V functional and the def2-TZVPD basis.

```
! wB97M-V def2-TZVPD RIJCOSX def2/J DEFGRID3
* xyz 0 1
C -0.693 -0.732 -1.413
C 0.182 -0.467 1.259
C 0.552 0.109 -1.142
C 1.221 -0.162 0.239
C -0.472 0.482 1.978
C -1.221 1.156 2.686
H -0.489 -1.804 -1.341
H -1.098 -0.523 -2.409
H -1.468 -0.503 -0.675
H 0.295 1.170 -1.219
H 1.315 -0.077 -1.906
H 1.868 -1.038 0.126
H 1.851 0.701 0.494
H -1.840 1.835 3.233
*
```

Calculated values
Frontier orbital gap (spin up / spin down) (eV): 7.157 / 7.172



Run ii
Computed, not measured: a molecular structure, C6H8, with the ωB97M-V functional and the def2-TZVPD basis.

```
! wB97M-V def2-TZVPD RIJCOSX def2/J DEFGRID3
* xyz 0 1
C -0.328 -1.159 -1.047
C -1.104 -0.012 -0.087
C -0.805 0.280 1.459
C -0.249 1.262 0.280
C 1.189 0.736 0.129
C 2.325 0.509 -0.175
H 1.142 -0.981 -1.900
H 0.199 -1.841 0.230
H -1.350 -1.819 -1.816
H -2.174 0.203 -0.415
H 0.034 -0.363 1.679
H -1.441 0.686 2.270
H -0.628 2.336 0.114
H 3.190 0.164 -0.724
*
```

Calculated values
Frontier orbital gap (eV): 9.682



Most stable structure, least stable structure: run i, run ii.



Run i
Computed, not measured: C6H8 in the gas phase, with the ωB97M-V functional and the def2-TZVPD basis.

```
! wB97M-V def2-TZVPD RIJCOSX def2/J DEFGRID3
* xyz 0 1
C 2.789 -0.274 0.404
C 1.559 -0.207 0.011
C 0.283 -0.078 0.008
C -0.493 1.187 -0.179
C -1.684 0.261 -0.552
C -0.910 -0.971 -0.010
H 3.577 -0.187 -0.364
H 2.219 -0.934 1.199
H -0.618 1.744 0.752
H -0.092 1.854 -0.949
H -2.629 0.490 -0.063
H -1.806 0.184 -1.634
H -0.840 -1.876 -0.616
H -1.212 -1.251 1.011
*
```

Calculated values
SMILES string: C=C=C1CCC1
Frontier orbital gap (eV): 9.130



Run ii
Computed, not measured: a molecular structure, C6H8, with the ωB97M-V functional and the def2-TZVPD basis.

```
! wB97M-V def2-TZVPD RIJCOSX def2/J DEFGRID3
* xyz 0 1
C -0.230 1.721 -0.798
C 0.081 0.311 -0.482
C -0.853 -0.851 -0.591
C -0.210 -1.293 0.745
C 0.927 -0.259 0.461
C 2.216 0.018 0.898
H -1.034 2.027 -0.107
H -0.628 1.838 -1.811
H 0.633 2.364 -0.613
H -0.595 -1.533 -1.409
H -1.922 -0.625 -0.641
H -0.845 -0.939 1.563
H 0.070 -2.338 0.892
H 2.389 -0.441 1.892
*
```

Calculated values
Frontier orbital gap (spin up / spin down) (eV): 7.054 / 7.291



Most stable structure, least stable structure: run i, run ii.